Density functional theory data (the ωB97M-V functional and the def2-TZVPD basis) for a structure of composition C20H60Cu2F6N24O16 in a non-equilibrium geometry.

```
128
Properties=species:S:1:pos:R:3
Cu 5.31068 0.71052 1.83446
Cu 5.52558 0.03134 7.16786
C 6.48964 -4.28969 1.88946
O 6.42564 -3.66109 0.54556
O 6.90595 -3.26519 2.75393
C 5.25079 -5.22480 2.08858
F 5.37214 -6.41505 1.39618
F 4.90432 -5.55892 3.33336
F 4.18357 -4.70725 1.49621
C 6.46203 -4.51256 -0.62928
C 7.14065 -3.74594 -1.84808
H 7.24579 -4.39637 -2.71640
H 6.48534 -2.89897 -2.05132
H 8.09403 -3.29885 -1.56651
H 5.45808 -4.72391 -0.99743
H 7.06852 -5.41019 -0.50878
H 7.37320 -4.92362 1.81498
C 0.54028 1.17489 2.03803
O 1.16609 0.89577 0.78032
O 1.65644 0.94844 2.95820
C -0.33138 2.50224 2.13231
F -1.20616 2.36940 3.12702
F 0.50246 3.52286 2.30684
F -0.92855 2.71060 0.98226
C 0.37910 0.77660 -0.36264
C 1.22953 -0.08450 -1.29672
H 0.66433 -0.49777 -2.13210
H 2.07339 0.53479 -1.60084
H 1.81731 -0.81688 -0.74334
H 0.16626 1.73720 -0.83174
H -0.49898 0.15304 -0.19460
H -0.22888 0.40604 2.11118
C -2.09510 -4.38718 8.25525
O -2.52539 -3.31736 8.46713
N -2.85604 -5.44665 8.48069
N -0.89233 -4.60838 7.69152
H -3.73501 -5.26541 8.94400
H -2.52006 -6.34728 8.17070
H -0.60689 -5.53636 7.41316
H -0.38601 -3.77363 7.43281
C -1.01228 3.21866 -8.29338
O -0.94414 2.95671 -7.09352
N -0.61399 4.30191 -8.81387
N -1.45506 2.33822 -9.15309
H -0.61412 4.46980 -9.80982
H -0.32809 5.03223 -8.17749
H -1.37874 2.63129 -10.11662
H -1.83475 1.53554 -8.67180
C -3.38628 4.21291 10.70916
O -2.64167 5.12542 10.60996
N -3.38543 3.12088 10.05580
N -4.39922 4.19078 11.57360
H -3.87201 2.44553 10.62784
H -2.74843 2.82663 9.32933
H -4.42353 4.85728 12.33208
H -4.99673 3.38010 11.49694
C -8.30874 0.47442 7.15495
O -9.46277 0.76547 7.27496
N -7.71395 -0.61110 7.53990
N -7.40439 1.25529 6.79810
H -6.75502 -0.76163 7.26082
H -8.40572 -1.28042 7.84577
H -6.45512 1.10053 7.10637
H -7.69408 2.21549 6.67898
C 6.68294 0.65287 -7.66440
O 7.20265 1.54663 -7.02337
N 5.42376 0.48623 -7.85768
N 7.40672 -0.20532 -8.31710
H 5.21048 -0.00510 -8.71396
H 4.81242 1.13783 -7.38675
H 6.83428 -0.89786 -8.77839
H 8.39930 -0.09834 -8.47022
C -6.04225 -2.17508 1.29163
O -5.55049 -1.93485 0.27845
N -5.48478 -2.81355 2.24006
N -7.19594 -1.66648 1.61646
H -4.52689 -3.11200 2.12399
H -6.09096 -3.08200 3.00202
H -7.59014 -1.79610 2.53728
H -7.51027 -1.02077 0.90628
C -5.81376 -1.30468 -6.41684
O -5.68044 -0.93518 -7.54970
N -6.71746 -2.13848 -6.03775
N -5.11977 -0.90794 -5.45476
H -6.73949 -2.54181 -5.11204
H -7.13431 -2.61304 -6.82586
H -5.28351 -1.31516 -4.54511
H -4.38358 -0.24599 -5.65463
C 4.23495 -5.42756 -8.90614
O 5.06431 -4.88949 -9.62919
N 3.87339 -4.96673 -7.69224
N 3.59773 -6.44261 -9.28607
H 4.37423 -4.17309 -7.31889
H 3.11244 -5.52412 -7.33116
H 3.09201 -7.08881 -8.69720
H 3.62845 -6.77994 -10.23757
C -1.26451 -5.68252 -5.63698
O -0.35731 -6.39193 -5.50733
N -2.21259 -5.54641 -4.76370
N -1.55777 -4.83390 -6.62976
H -2.51644 -4.58321 -4.75898
H -2.18198 -6.12851 -3.93887
H -2.41479 -4.30716 -6.72007
H -0.78192 -4.65574 -7.25138
C 2.88892 4.11581 9.81418
O 3.87145 3.33159 9.82212
N 2.55904 4.77082 10.89890
N 2.03910 4.50268 8.83391
H 3.00211 4.40155 11.72801
H 1.64060 5.18869 10.85457
H 1.34375 5.22006 8.98206
H 2.02245 3.94836 7.98978
C 4.36349 5.22402 -1.79543
O 5.05110 4.36795 -1.27392
N 4.45614 5.46427 -3.03441
N 3.38570 5.81702 -1.17181
H 4.84688 4.65000 -3.48653
H 3.84447 6.07577 -3.55596
H 2.70752 6.37632 -1.66918
H 3.22501 5.60193 -0.19815
C -2.47176 8.46180 -1.81411
O -2.07476 9.51238 -2.30159
N -3.40242 8.33225 -0.91090
N -1.95389 7.34756 -2.19536
H -3.57250 9.19819 -0.41966
H -3.65539 7.47335 -0.44358
H -1.16557 7.29058 -2.82417
H -2.59572 6.57269 -2.10750
```

Kohn-Sham gap: 2.469 eV
HOMO: -6.96 eV
E_tot: -7195.9211 Ha

---

Density functional theory data (the ωB97M-V functional and the def2-TZVPD basis) for a structure of composition C20H60F2O20Pd in a non-equilibrium geometry.

```
103
Properties=species:S:1:pos:R:3
Pd 0.85305 -1.95796 -1.53800
F 0.56341 -0.15078 -0.42362
F 0.89127 -3.33258 0.12813
C -4.23393 3.05245 -3.11525
C -5.64726 2.56991 -2.70221
O -6.02701 1.55918 -3.64522
O -3.33297 2.22990 -2.33315
H -4.12095 4.05330 -2.69856
H -3.84636 3.34880 -4.08997
H -6.32710 3.40657 -2.86322
H -5.98682 2.32829 -1.69503
H -5.28573 0.94917 -3.64298
H -2.51240 2.72758 -2.30921
C -3.47952 -0.54180 -0.41176
C -2.85908 0.26868 0.76185
O -1.67468 -0.38959 1.21896
O -2.72251 -0.37308 -1.56156
H -4.48921 -0.13630 -0.47673
H -3.60092 -1.60789 -0.21988
H -3.64732 0.34369 1.51094
H -2.64911 1.31353 0.53312
H -1.05195 -0.09704 0.54946
H -2.80597 0.50412 -1.94255
C 0.73825 3.43539 -5.45720
C 0.30086 2.59584 -4.28530
O 0.16932 1.34120 -4.82736
O 0.74415 4.86183 -5.23887
H 0.20943 3.32846 -6.40431
H 1.79325 3.23024 -5.63877
H -0.60806 3.02682 -3.86553
H 1.10085 2.75724 -3.56276
H -0.26448 1.27988 -5.68156
H 0.96803 5.35731 -6.03006
C -3.58876 -4.32361 3.89257
C -3.64362 -3.11453 2.89788
O -3.11609 -3.47640 1.65610
O -4.33536 -4.17666 5.10532
H -2.58290 -4.47904 4.28268
H -3.93159 -5.21643 3.36965
H -3.00531 -2.27812 3.18265
H -4.71320 -2.91904 2.82117
H -3.01602 -2.58293 1.31953
H -3.69272 -3.83615 5.73195
C 0.18268 -2.55485 3.38703
C 0.54905 -1.06595 3.61327
O 1.37493 -1.01317 4.64195
O 1.35133 -3.36324 3.05434
H -0.55734 -2.62207 2.58956
H -0.23491 -2.92278 4.32424
H -0.31488 -0.41413 3.74312
H 0.97172 -0.59629 2.72508
H 1.35582 -0.07793 4.85771
H 2.09700 -3.14203 3.61704
C -1.16736 -3.53123 -3.07029
C -0.10299 -4.53758 -2.69887
O 1.08927 -3.81894 -2.89496
O -1.22182 -2.48216 -2.15742
H -2.14237 -3.99594 -2.92374
H -1.15490 -3.23157 -4.11822
H 0.01228 -5.45651 -3.27366
H -0.20144 -4.96695 -1.70185
H 1.65426 -4.41088 -3.39697
H -2.12859 -2.17853 -2.24218
C 5.08529 -0.90387 1.77652
C 5.15217 -0.87230 3.35806
O 4.21135 -1.68662 4.15956
O 5.39713 -2.19861 1.35783
H 5.80477 -0.18104 1.39186
H 4.04628 -0.66765 1.54688
H 5.14259 0.19178 3.59417
H 6.15025 -1.21867 3.62633
H 4.00362 -1.25475 4.99138
H 6.13828 -2.06712 0.76203
C -0.12409 3.28093 -0.00656
C 1.37436 2.97531 0.22498
O 1.36000 1.95546 1.15839
O -0.73930 2.57839 -1.02657
H -0.20232 4.33799 -0.26069
H -0.77244 3.02262 0.83072
H 1.91109 3.77980 0.72781
H 1.90650 2.55534 -0.62856
H 1.19991 1.19750 0.59141
H -0.24345 1.75865 -0.96516
C 2.46958 2.72463 4.30427
C 1.70868 3.97786 4.05481
O 0.52622 3.90409 4.80627
O 2.00376 1.53930 3.77050
H 2.58788 2.58319 5.37856
H 3.53941 2.86699 4.15173
H 1.26302 4.19740 3.08460
H 2.24194 4.86523 4.39585
H -0.15494 4.42943 4.38007
H 2.11486 1.68082 2.82750
C 2.55051 -0.46672 -3.40158
C 3.47819 -0.78220 -2.16729
O 3.14140 -2.06650 -1.84012
O 1.14644 -0.63679 -3.27485
H 2.70413 -1.14364 -4.24200
H 2.77689 0.49123 -3.86973
H 3.30967 -0.14006 -1.30278
H 4.49087 -0.55167 -2.49812
H 3.74791 -2.55615 -2.40046
H 0.60687 0.00365 -3.74420
```

Kohn-Sham gap (alpha / beta): 7.769 / 7.746 eV
HOMO (alpha / beta): -8.01 / -8.01 eV
Multiplicity: 3
E_tot: -2630.0194 Ha

---

Density functional theory data (the ωB97M-V functional and the def2-TZVPD basis) for a cluster of 8 separate species, C20H60N12O8 in total in a non-equilibrium geometry.

```
100
Properties=species:S:1:pos:R:3
C 6.18476 -20.80112 -17.67434
O 5.44912 -21.13440 -16.53373
C 5.22033 -22.52270 -16.36445
C 4.47994 -22.95183 -15.12724
C 4.33714 -24.44121 -15.01820
N 3.14729 -22.32318 -15.11092
H 6.30850 -19.71862 -17.70227
H 5.65515 -21.05994 -18.59777
H 7.15813 -21.29699 -17.58888
H 4.69230 -22.77023 -17.29496
H 6.18292 -23.05155 -16.35653
H 5.09289 -22.61283 -14.28044
H 3.74891 -24.61998 -14.11725
H 5.31311 -24.92590 -14.96687
H 3.79432 -24.89236 -15.85012
H 3.33918 -21.33194 -15.24230
H 2.70701 -22.35120 -14.19733
C 11.18800 -10.06667 -15.08251
O 10.30658 -11.15615 -15.22923
C 10.31235 -11.79591 -16.50274
C 9.95419 -13.24639 -16.35732
C 10.12670 -14.08067 -17.57690
N 8.54252 -13.40677 -15.93247
H 11.42115 -9.83475 -14.04353
H 10.77563 -9.15504 -15.52276
H 12.15351 -10.32192 -15.53013
H 9.72165 -11.18393 -17.19148
H 11.34219 -11.74358 -16.87944
H 10.57926 -13.69414 -15.57566
H 11.13858 -13.98989 -17.98161
H 9.48400 -13.71986 -18.38926
H 9.88647 -15.13225 -17.46631
H 8.53663 -14.35398 -15.54589
H 8.37987 -12.84873 -15.09733
C 3.91994 -12.47061 -18.21625
O 3.75951 -13.58310 -17.38689
C 3.05659 -13.32425 -16.18316
C 2.94676 -14.61359 -15.40707
C 2.16414 -15.76238 -16.08123
N 2.37838 -14.35662 -14.07644
H 2.95766 -11.99727 -18.42720
H 4.31471 -12.75623 -19.19628
H 4.69627 -11.77897 -17.87313
H 3.71547 -12.67635 -15.59675
H 2.07700 -12.86966 -16.35730
H 3.95326 -14.98564 -15.20124
H 1.19443 -15.39688 -16.42801
H 1.94930 -16.62563 -15.44992
H 2.75271 -16.20387 -16.88969
H 2.27841 -15.18232 -13.49695
H 1.39081 -14.11892 -14.16052
C 7.50865 -11.62067 -19.99468
O 8.07010 -12.82207 -20.45987
C 7.21351 -13.86778 -20.79950
C 6.23126 -13.57151 -21.95697
C 5.17792 -14.71398 -22.11327
N 6.96257 -13.48101 -23.21699
H 6.71199 -11.89994 -19.29966
H 7.10594 -11.03034 -20.82329
H 8.23343 -10.98182 -19.49488
H 7.85509 -14.70727 -21.07469
H 6.62686 -14.14880 -19.91469
H 5.74716 -12.60401 -21.80333
H 4.43664 -14.60154 -22.90833
H 4.55854 -14.83046 -21.22070
H 5.68917 -15.64606 -22.36226
H 7.51035 -14.33851 -23.24874
H 6.33982 -13.56686 -24.01185
N 9.95165 -16.97828 -20.01026
C 10.27672 -18.17091 -19.42083
N 9.47245 -18.48512 -18.39271
O 11.11610 -18.94632 -19.88072
H 9.18593 -16.45562 -19.62625
H 10.45340 -16.74930 -20.84761
H 9.47533 -19.43352 -18.06815
H 8.81232 -17.79000 -18.05327
N 5.35675 -16.28579 -18.32860
C 6.52215 -15.86606 -17.76497
N 6.38917 -14.68465 -17.13208
O 7.51788 -16.60415 -17.68451
H 5.37032 -17.18124 -18.79441
H 4.65630 -15.59898 -18.54176
H 7.24328 -14.12020 -16.90888
H 5.50208 -14.19671 -17.19157
N 8.20176 -17.93032 -15.24915
C 8.72998 -17.22656 -14.22666
N 8.81578 -17.98842 -13.08335
O 9.04366 -16.03910 -14.31588
H 7.96805 -18.87222 -15.01471
H 8.09191 -17.42684 -16.12400
H 8.21175 -18.77746 -12.96496
H 9.16350 -17.56995 -12.23769
N 2.98849 -17.08103 -21.26810
C 3.39421 -18.29791 -20.83515
N 3.03226 -19.29503 -21.70364
O 3.88104 -18.51328 -19.73574
H 3.26189 -16.30072 -20.69911
H 2.40814 -16.90541 -22.06378
H 2.51462 -19.07109 -22.53087
H 3.18989 -20.25808 -21.47201
```

Kohn-Sham gap: 9.179 eV
HOMO: -8.97 eV
E_tot: -2057.0910 Ha
SMILES string: COC[C@H](C)N.COC[C@H](C)N.COC[C@H](C)N.COC[C@H](C)N.NC(N)=O.NC(N)=O.NC(N)=O.NC(N)=O

---

Density functional theory data (the ωB97M-V functional and the def2-TZVPD basis) for a cluster of 10 separate species, C20H60O10S4 in total in a non-equilibrium geometry.

```
94
Properties=species:S:1:pos:R:3
C 0.37376 5.92565 0.37835
C 0.69276 4.37365 0.26635
O 0.11876 3.90865 -0.97965
H -0.66624 6.30065 0.50635
H 1.06376 6.49765 -0.21865
H 1.00276 5.90665 1.30935
H 0.17176 3.64165 0.90335
H 1.81176 4.06265 0.35935
H 0.62976 4.30065 -1.73565
C 6.28476 -3.70135 0.39435
C 5.35976 -2.92935 1.23435
O 4.39576 -2.17335 0.49335
H 7.17376 -4.07735 0.91935
H 6.65976 -3.21335 -0.33865
H 5.79776 -4.61735 -0.05965
H 5.96676 -2.36935 1.99235
H 4.70676 -3.70635 1.86935
H 3.71976 -1.96635 1.28435
C -1.53524 -2.55435 -3.20765
C -0.15824 -2.06535 -3.75865
O 0.47676 -3.11935 -4.54365
H -1.73924 -2.02335 -2.50665
H -1.37224 -3.54035 -2.90765
H -2.36024 -2.27535 -3.86565
H 0.42976 -1.74635 -2.94065
H -0.19824 -1.38335 -4.52065
H 1.39376 -3.27535 -4.12065
C -3.64824 3.35565 -0.46265
C -4.01624 2.53465 0.76435
O -5.10324 1.71465 0.50635
H -4.50624 4.00765 -0.60465
H -3.63124 2.74365 -1.27465
H -2.82224 3.79665 -0.22165
H -4.37124 3.10065 1.50535
H -3.11024 1.97565 1.23235
H -5.64624 1.59565 1.51935
C -2.46024 -0.64335 4.66935
C -3.49624 -0.16335 3.60335
O -4.64924 -0.84535 3.61335
H -2.25524 -1.56635 4.28835
H -2.87324 -1.04735 5.66435
H -1.66924 -0.15935 4.79935
H -2.84124 -0.16035 2.57335
H -3.82024 0.91365 4.18435
H -5.27124 -0.33235 3.12635
C -0.82224 0.53865 -0.42365
C 0.06076 0.20465 0.79435
O 0.32076 -1.18935 0.75235
H -1.71424 -0.03235 -0.55965
H -0.28524 0.68065 -1.46365
H -1.20724 1.52165 -0.29265
H -0.26924 0.45965 1.57335
H 1.07776 0.82865 0.64435
H 0.98976 -1.52335 1.32135
C 3.56276 1.07365 -1.07965
S 3.14276 -0.24935 -2.29965
O 2.47776 0.38565 -3.47365
C 4.74776 -0.57135 -2.69865
H 3.73776 0.47565 -0.18065
H 2.70576 1.74865 -1.10565
H 4.15976 1.99565 -1.52965
H 5.11976 0.48765 -2.80965
H 5.03076 -1.39435 -3.54365
H 5.19576 -1.02835 -1.89365
C -0.63624 2.11965 -3.85865
S -0.86024 1.74065 -5.58465
O -2.00924 0.68865 -5.51865
C -1.57224 3.20065 -6.17265
H -1.38124 1.89065 -3.40065
H -0.41824 3.35465 -3.94665
H 0.13176 1.71665 -3.22565
H -2.02724 3.19265 -7.05265
H -0.78124 3.80665 -6.41965
H -2.22724 3.72965 -5.28465
C -2.55124 -3.72035 2.16835
S -2.40124 -2.96235 0.46735
O -2.44624 -4.09735 -0.58665
C -3.97024 -2.10635 0.29535
H -2.71224 -3.29735 2.92935
H -1.67724 -4.21235 2.34635
H -3.22524 -4.36635 1.93435
H -4.11724 -1.52635 1.09035
H -4.73924 -2.82935 0.41635
H -4.01524 -1.67435 -0.51865
C 0.85376 -1.88835 4.49635
S 2.49276 -2.31035 3.74535
O 2.20976 -1.77935 2.33635
C 3.36976 -0.89935 4.50835
H 0.08276 -2.63035 4.13835
H 0.86576 -1.03835 3.97635
H 0.82276 -1.55835 5.65835
H 4.39176 -0.67135 3.91735
H 3.63676 -1.39435 5.41035
H 2.87076 0.10865 4.31035
```

Kohn-Sham gap: 7.983 eV
HOMO: -8.07 eV
E_tot: -3142.3309 Ha